106
Properties=species:S:1:pos:R:3:forces:R:3 method="wB97M-V/def2-TZVPD" e_lumo_ev="-0.20 / -1.50" e_above_lowest_kj_mol=24.8 gap_ev="6.59 / 5.78" multiplicity=4 s2=3.7723 e_homo_ev="-6.8 / -7.3"
Re 0.90298 1.25982 -0.31896 -1.8267 -0.6612 -1.5547
O -1.47764 6.02439 0.35531 1.2980 0.5234 0.9816
C -2.37783 5.42991 -0.39587 -0.3098 0.0279 -0.4189
C -3.40128 6.20161 -0.96575 0.9154 0.7075 0.4327
C -4.26592 5.60616 -1.83139 -1.1311 -0.7956 -0.3459
C -4.25661 4.23088 -2.05683 0.8242 -0.4535 0.0202
C -3.20895 3.48197 -1.48763 -2.6898 -0.8067 -1.9334
C -2.28320 4.06249 -0.69446 2.0345 0.4123 1.3257
C -1.09689 3.27392 -0.24473 0.5993 -0.4171 0.0494
O -1.02869 2.05231 -0.75681 1.4921 1.1836 1.2212
N -0.17094 3.81674 0.57275 -1.5216 -0.6721 -0.8537
N 0.87790 2.94197 0.87204 -0.8979 -0.0613 -1.1189
C 1.63491 3.26406 1.85071 0.8385 -1.4547 -0.3934
C 2.79329 2.47182 2.20189 0.6091 -0.9919 -1.0205
C 3.75008 3.00342 3.07847 -2.6218 1.6114 0.4180
C 4.90594 2.40714 3.38091 1.6627 -0.6895 -0.2092
C 5.24677 1.20578 2.72454 1.1395 -0.0295 0.7095
C 4.35863 0.62042 1.86093 -0.0643 -0.4710 -0.4191
C 3.14258 1.22281 1.56074 -0.8235 1.5080 1.0134
O 2.34808 0.57599 0.71988 0.7027 -0.1653 0.4438
H -0.73439 5.38528 0.63067 -0.9768 0.3950 -0.3266
H -3.43500 7.28691 -0.78707 0.1127 -0.6556 0.0192
H -5.02837 6.17954 -2.32544 -0.1919 0.3535 -0.0700
H -4.99037 3.75515 -2.72338 0.4400 0.2725 0.4171
H -3.19518 2.42284 -1.74238 0.3633 0.2086 0.2882
H 1.40347 4.15740 2.33679 -0.1559 1.4009 1.0077
H 3.44104 3.94125 3.58151 0.4727 -0.4945 -0.3254
H 5.57922 2.94469 4.03444 0.2171 -0.3864 0.0918
H 6.24676 0.76112 2.92500 -0.9409 0.2154 -0.2197
H 4.48571 -0.31470 1.31007 0.5212 0.1870 0.4170
C 3.77319 3.28258 -1.29716 1.0621 1.2925 0.0163
C 3.64100 2.15350 -2.27039 -0.2323 0.6951 -1.1523
C 4.60100 1.03492 -1.99002 0.2587 -0.5736 -0.3580
P 1.89383 1.70986 -2.37246 -0.6063 0.6461 0.1588
C 1.02727 2.94809 -3.44645 -0.1355 0.6504 -0.0211
C -0.40577 2.47294 -3.78983 0.0789 0.8985 -0.7063
C 1.67100 3.46871 -4.76127 0.3654 0.8247 1.3972
C 1.84396 0.21883 -3.24066 0.3372 -2.3423 -2.3176
C 2.37462 -0.05273 -4.54556 -0.1154 1.2274 1.5214
C 2.33666 -1.27671 -5.12737 -0.4492 -0.9978 -0.2592
C 2.92379 -1.43793 -6.50944 0.7116 -0.0477 -0.3091
C 1.69804 -2.31119 -4.40750 0.3268 -0.4241 -1.3829
C 1.11385 -2.09748 -3.19171 0.0675 -1.4955 0.2415
C 1.22708 -0.85082 -2.57767 -0.8712 1.1459 1.2905
N 0.67412 -0.56751 -1.33141 0.4863 0.6797 0.1867
C 0.15824 -1.64069 -0.56924 -0.2755 0.0952 -0.9990
C -1.20983 -1.83089 -0.52971 -1.4512 0.0313 0.3218
C -2.16344 -0.84429 -1.19831 0.2210 -0.4168 -0.0260
C -1.72963 -2.94847 0.13769 1.2549 0.3615 -0.4501
C -0.87338 -3.85662 0.75882 -0.9337 -0.9154 0.8369
C -1.51777 -5.01490 1.59657 0.1322 1.2751 -0.6315
C 0.50672 -3.65909 0.66350 -0.8185 -0.9364 0.5453
C 1.00374 -2.58176 -0.01296 0.7745 0.2021 0.3058
C 2.46972 -2.37774 -0.05903 0.8038 1.0374 0.1770
H 4.71758 3.85469 -1.45306 -0.4896 -0.4529 0.0780
H 3.81287 2.86629 -0.30595 -0.0698 0.0271 0.5763
H 2.96937 4.01652 -1.34596 -0.1633 -0.0380 0.0229
H 3.81947 2.50187 -3.30372 0.1932 0.0924 0.2457
H 4.35685 0.45975 -1.09874 -0.2176 -0.1557 -0.0582
H 5.58071 1.45395 -1.82150 0.4421 0.2890 0.1297
H 4.70528 0.39477 -2.87259 -0.1965 -0.2085 0.3708
H 0.91894 3.80982 -2.76989 0.0428 -0.1007 -0.1024
H -0.46980 2.14289 -4.84006 0.2114 -0.0276 0.3661
H -1.04373 3.38049 -3.71724 0.0382 -0.7848 0.0924
H -0.77047 1.67395 -3.17406 -0.3130 -0.2175 0.4625
H 2.01139 2.67275 -5.37441 0.2357 -0.7524 -0.6629
H 2.50819 4.17200 -4.59270 -0.2493 -0.4170 0.0528
H 0.91378 4.03287 -5.29861 -0.1296 -0.0076 -0.0958
H 2.88955 0.71025 -5.10633 0.0517 0.4512 0.0644
H 3.69551 -0.63868 -6.60946 -0.6985 -0.4430 -0.4084
H 2.18008 -1.40412 -7.33814 0.4250 0.2620 0.6179
H 3.48253 -2.37740 -6.66006 -0.3068 0.1644 0.3048
H 1.68059 -3.29953 -4.90425 -0.1693 0.4863 0.5586
H 0.65275 -2.95769 -2.66706 0.2151 0.7975 -0.3120
H -2.08799 -0.98725 -2.29693 0.2699 0.7876 0.4689
H -2.03729 0.18945 -0.81289 0.1688 -0.6775 -0.8206
H -3.19208 -1.10546 -0.98835 -0.3044 -0.2898 0.3157
H -2.78277 -3.12322 0.07222 -0.5333 -0.0978 0.3199
H -2.39544 -4.59917 2.17438 1.0326 -0.6132 -0.4791
H -0.74671 -5.41678 2.26041 -0.3627 -0.0605 0.0841
H -1.87950 -5.80869 0.92735 0.0829 0.1533 0.2435
H 1.22495 -4.35317 1.10987 -0.3954 0.1028 0.0279
H 2.95467 -2.66548 0.87197 -0.0882 -0.1400 0.1596
H 2.67289 -1.30902 -0.20177 0.0875 -0.4817 -0.0177
H 2.98142 -2.90007 -0.84723 0.0549 -0.4328 -0.5702
C -5.95014 -5.53422 5.97785 0.1805 -0.4938 1.8086
C -4.85128 -4.63242 5.47168 -0.1078 -0.5884 1.5708
C -4.99040 -3.92015 4.32848 -0.7559 0.3516 -1.8225
C -4.00361 -3.07509 3.83253 -0.9811 0.4058 -0.6168
C -4.33776 -2.21838 2.62370 -0.7872 -1.5084 -0.3317
C -2.81882 -2.98745 4.50716 1.1054 -0.2631 1.1614
Te -1.37593 -1.72571 3.75633 0.9830 0.4427 -0.0490
C -2.60036 -3.72042 5.71065 -1.8284 -0.3784 0.8567
C -1.36915 -3.56879 6.54375 0.6000 1.0431 0.0055
C -3.67498 -4.50017 6.22060 1.0716 0.1127 -0.8728
H -6.10370 -5.45508 7.12527 0.2259 0.1669 -1.8791
H -5.66609 -6.58827 5.83767 -0.0976 0.2228 -0.1388
H -6.89900 -5.36988 5.48036 -0.0990 0.0938 -0.0402
H -5.88028 -4.02924 3.69434 0.1183 0.0214 0.5103
H -4.94314 -2.83615 1.91852 0.0989 0.6085 0.5100
H -3.50256 -1.87197 2.06667 0.8291 0.0684 -0.3052
H -4.86773 -1.32677 2.91269 -0.5192 0.2495 0.1999
H -1.12118 -2.47701 6.68332 -0.1142 -1.1359 -0.2074
H -0.53216 -4.04539 6.02738 0.1606 0.1691 0.1461
H -1.46064 -3.99681 7.54336 -0.1892 -0.1467 -0.1868
H -3.57885 -5.12088 7.12805 0.1589 0.6297 -0.3876

93
Properties=species:S:1:pos:R:3:forces:R:3 method="wB97M-V/def2-TZVPD" e_lumo_ev="-2.79 / -2.79" gap_ev="6.21 / 6.21" charge=+1 e_homo_ev="-9.0 / -9.0"
Ir -0.74229 0.49529 -0.08606 -2.5289 -1.6811 -0.2707
I -2.60119 2.27359 -0.89196 0.2171 -0.8209 0.2031
C -4.60309 1.65349 -0.36386 0.0698 1.9650 -0.1769
C -5.46019 2.78399 -0.34826 2.3014 -1.6145 -0.1509
C -6.80469 2.62449 -0.15566 -1.6581 -1.4538 0.3097
C -7.32079 1.33699 -0.00886 0.3918 1.3503 -0.1571
C -6.48579 0.20969 0.00414 0.2906 -0.0024 -0.0699
C -7.07999 -1.05351 0.16434 0.8730 -1.1959 0.1880
C -6.30709 -2.21141 0.28554 -2.1372 1.0215 -0.0693
C -4.95069 -2.11391 0.22554 1.9820 2.2018 -0.3729
C -4.29199 -0.85641 -0.01296 -0.9037 -1.7741 0.3331
P -2.52429 -1.12651 -0.15026 2.6214 1.3368 -0.2582
C -2.20879 -2.28881 1.22344 0.0279 0.1603 0.0126
C -1.48849 -3.46751 1.06004 -0.2191 0.1491 -0.2067
C -1.22589 -4.27261 2.15514 0.1086 -0.0977 0.1333
C -1.66559 -3.90471 3.41654 0.0614 -0.0110 -0.0261
C -2.37799 -2.72621 3.58624 -0.0086 -0.0178 0.0199
C -2.65049 -1.92461 2.49474 0.0227 0.0605 -0.1547
C -2.29459 -2.11271 -1.67276 -0.0007 0.4076 -0.0823
C -3.29829 -2.78751 -2.36066 0.0934 0.0772 0.2433
C -2.99979 -3.43661 -3.54516 0.0467 -0.1494 -0.1542
C -1.71339 -3.40481 -4.06216 -0.0264 0.0273 0.0070
C -0.71209 -2.71711 -3.39376 -0.0291 -0.1467 -0.0782
C -1.00939 -2.06771 -2.21456 0.1101 0.0063 0.3972
C -5.05169 0.34039 -0.14016 -0.4474 -0.3884 0.1001
H -5.03369 3.76339 -0.49476 0.0250 0.1090 -0.0232
H -7.46059 3.47849 -0.12876 -0.0929 0.1128 -0.0268
H -8.38119 1.18269 0.10814 -0.1545 0.0360 0.0245
H -8.15489 -1.11121 0.21094 -0.1723 -0.0150 0.0638
H -6.77969 -3.16881 0.43854 -0.0906 -0.0796 0.0035
H -4.33879 -2.99561 0.35754 -0.0598 -0.0186 -0.0100
H -1.16949 -3.77321 0.07084 0.0081 -0.0456 -0.0514
H -0.68219 -5.19471 2.01764 0.0465 -0.1160 0.0094
H -1.46089 -4.53761 4.26534 0.0240 -0.0829 0.0968
H -2.72929 -2.44211 4.56674 -0.0331 0.0278 0.0900
H -3.22359 -1.01431 2.60704 -0.0128 0.0829 0.1117
H -4.30729 -2.79991 -1.97686 -0.0575 -0.0282 -0.0879
H -3.77419 -3.97631 -4.06886 -0.0865 -0.0027 -0.0660
H -1.48989 -3.90241 -4.99236 -0.0125 -0.0933 -0.1096
H 0.29041 -2.68781 -3.79306 0.0927 0.0366 -0.0542
H -0.25119 -1.49771 -1.67746 -0.1140 -0.0353 -0.1971
C -0.36929 0.61529 4.89604 -0.1747 0.3008 0.0575
O 0.29191 -0.41781 4.16004 0.3360 -0.4305 0.1211
C 0.15641 -0.34861 2.84824 -0.4091 0.2994 -0.2825
O -0.56139 0.46069 2.28324 0.3502 -0.0502 0.7121
N 0.90621 -1.27541 2.21134 0.4076 -0.4264 -0.2163
N 0.89461 -1.36791 0.80854 -0.3523 0.2785 0.0676
H -0.18819 0.39539 5.94294 0.0204 -0.0092 -0.0310
H -1.43709 0.61339 4.67834 0.0584 -0.0190 0.0309
H 0.05101 1.58409 4.62374 -0.0447 -0.0441 0.0683
H 1.49281 -1.88601 2.76734 -0.1418 0.0531 -0.1933
H 0.52441 -2.27951 0.52974 0.1382 0.3051 0.1187
H 1.84321 -1.23971 0.44464 -0.2952 -0.0507 0.1219
C 1.04231 2.24439 -2.69826 0.0720 -0.1063 0.4772
C 2.37771 1.50659 -2.56496 0.1963 0.0134 0.2068
C 2.16221 0.06789 -3.04806 0.1554 0.1017 0.3512
C 3.42421 2.18349 -3.45756 -0.0079 -0.0226 0.2880
Si 3.00301 1.55089 -0.74016 0.0877 0.1195 -0.4791
O 1.56671 1.52889 0.20454 -0.1812 -0.7778 -1.4182
C 4.08331 0.07059 -0.26476 -0.2740 0.4107 -0.0432
C 3.97641 -0.53881 0.98694 -0.0228 0.2539 -0.0764
C 4.80841 -1.58351 1.34954 0.0649 -0.1115 0.1119
C 5.79941 -2.01591 0.48444 -0.0254 0.0156 -0.0246
C 5.95791 -1.38651 -0.73936 0.1165 -0.0404 -0.0264
C 5.10721 -0.36161 -1.10966 -0.1590 0.1143 0.0079
C 3.85831 3.13689 -0.17106 -0.2523 -0.5540 -0.2374
C 5.10931 3.08289 0.44484 -0.1533 -0.1594 -0.0890
C 5.69211 4.22309 0.96454 0.0916 0.0544 0.0197
C 5.03091 5.43669 0.88174 0.0279 0.0193 0.0010
C 3.79871 5.51499 0.25344 -0.0524 0.1290 -0.0233
C 3.21691 4.37409 -0.26806 -0.0419 -0.1339 -0.0382
H 0.68361 2.21189 -3.72566 0.0330 -0.0114 -0.1694
H 1.13361 3.28509 -2.40056 -0.0648 0.2467 0.0117
H 0.28681 1.76139 -2.06336 -0.0082 0.0936 -0.1799
H 1.80001 0.07269 -4.07476 -0.0716 0.0168 -0.1424
H 1.41731 -0.42921 -2.42876 -0.1148 -0.1293 0.0385
H 3.08211 -0.50891 -3.01236 0.1041 -0.1490 -0.0354
H 3.09391 2.17749 -4.49456 -0.0525 -0.0033 -0.1467
H 4.37811 1.66369 -3.40686 0.1920 -0.0295 -0.0891
H 3.59251 3.21389 -3.15296 0.0450 0.1484 -0.0419
H 3.27311 -0.14421 1.70674 -0.1409 -0.0500 0.1213
H 4.70481 -2.04361 2.32074 0.0057 -0.0360 0.1287
H 6.46291 -2.81761 0.76994 0.0466 -0.0812 0.0397
H 6.75881 -1.68131 -1.39966 0.0603 -0.0707 -0.0834
H 5.26291 0.13379 -2.05486 0.0272 -0.0020 -0.2205
H 5.61981 2.13419 0.53024 0.0908 -0.0724 0.0230
H 6.66341 4.16219 1.43114 0.0738 0.0178 0.0901
H 5.47471 6.32159 1.30934 0.0733 0.1265 0.0083
H 3.29461 6.46659 0.16284 -0.0389 0.0458 0.0426
H 2.25061 4.44509 -0.75006 -0.1011 0.0525 -0.0351
F 0.34361 2.92339 1.58294 -0.4370 0.5851 -0.1738
B 1.38581 2.15439 1.35844 -0.2997 0.7225 1.4057
F 2.23201 2.04049 2.37034 0.4741 -0.2518 0.3323

8
Properties=species:S:1:pos:R:3:forces:R:3 method="wB97M-V/def2-TZVPD" e_lumo_ev="-1.55 / -1.79" gap_ev="4.67 / 4.84" multiplicity=2 s2=0.7693 e_homo_ev="-6.2 / -6.6"
O -1.18474 0.40010 0.50180 2.1576 4.0747 1.5953
C -0.37518 1.24484 1.19097 1.3972 -9.1380 0.0290
Na -0.61899 -0.73038 4.44889 0.2361 -0.0301 -0.9298
Cu -0.73808 -2.19673 1.08732 0.1101 0.9651 0.2773
H -0.79031 1.43353 2.21165 -0.3053 1.4734 -0.4053
C 1.17056 0.59406 1.43230 -3.2239 3.1350 -0.8791
H 1.73913 0.54425 0.48178 -0.2866 -0.5420 0.4850
H 1.74371 1.19320 2.15769 -0.0851 0.0619 -0.1724

14
Properties=species:S:1:pos:R:3:forces:R:3 method="wB97M-V/def2-TZVPD" e_lumo_ev=0.95 e_above_lowest_kj_mol=141.0 gap_ev=10.59 smiles="C=C(F)CC.Cl" e_homo_ev=-9.6
C 0.99357 -1.49747 0.43205 2.3065 0.0786 -0.2923
C -0.55101 1.09651 -1.22911 0.4547 0.8010 1.1399
C 1.29411 0.01824 0.14565 0.6614 0.0249 1.4087
C 0.10172 0.83680 -0.08970 -2.5736 1.4297 1.2186
F -0.44360 1.38339 1.10623 0.5827 -0.6469 -1.2696
Cl -3.37704 -0.20316 0.36825 -0.3176 -1.2746 -0.8394
H 0.10908 -1.71808 -0.16562 0.1178 -0.5972 0.3565
H 0.94076 -1.73970 1.48942 -0.8546 0.3168 0.1249
H 1.91095 -2.15908 0.16321 -1.5874 1.1943 -0.2285
H -0.03066 0.69185 -2.07858 -0.3858 0.0704 -0.5905
H -3.21773 0.80024 1.07453 0.2847 1.2241 0.8733
H -1.41440 1.81527 -1.30559 1.0769 -1.2028 0.0946
H 1.96842 0.56284 0.91227 -1.0142 -1.0979 -1.2024
H 1.71583 0.11237 -0.82301 1.2485 -0.3204 -0.7939

13
Properties=species:S:1:pos:R:3:forces:R:3 method="wB97M-V/def2-TZVPD" e_lumo_ev="0.51 / 0.51" e_above_lowest_kj_mol=524.2 gap_ev="7.41 / 7.41" e_homo_ev="-6.9 / -6.9"
C -0.81777 -1.49561 -0.28930 0.1210 0.8767 -0.5984
N 0.74858 0.60883 0.98123 -0.5362 0.2064 -0.6508
N 0.94443 -0.71185 1.24977 0.2023 -0.1233 -0.0800
C 0.27308 0.99776 -0.21273 -0.0211 -0.0080 1.0651
O -0.14097 2.28872 -0.38844 0.1927 -0.2086 -0.1092
N 0.11293 0.07375 -1.11980 -0.2233 -0.8250 0.4529
H 0.25977 2.86648 0.27454 -0.0005 -0.1268 -0.0384
H 0.49075 1.16134 1.79075 0.1055 0.0417 -0.1260
H 1.50981 -1.06077 0.47638 -0.0459 0.0635 0.0338
H -0.34130 0.42423 -1.95801 -0.1146 -0.1152 0.1168
H -1.32913 -1.36112 0.65449 0.1765 0.1460 -0.0134
H -0.20829 -2.38777 -0.33323 0.1134 0.1892 -0.0103
H -1.50188 -1.40400 -1.12566 0.0301 -0.1167 -0.0421

35
Properties=species:S:1:pos:R:3:forces:R:3 method="wB97M-V/def2-TZVPD" e_lumo_ev="-0.09 / -3.75" e_above_lowest_kj_mol=188.8 gap_ev="8.70 / 5.66" multiplicity=4 s2=3.7697 e_homo_ev="-8.8 / -9.4"
Au 1.73032 1.41630 1.00458 -0.2308 0.2769 -0.3448
C -2.85660 0.02834 -2.05962 -0.0686 -0.0387 -0.1121
C -1.81045 -0.45827 -1.05487 -0.0223 -0.0607 0.0698
C -2.53662 -0.96562 0.20177 0.0128 -0.0145 -0.0874
C -1.00963 -1.61513 -1.65339 -0.0446 0.0139 -0.1563
C -0.96388 0.72605 -0.58747 -0.0777 0.2720 -0.1476
H -3.56171 -0.78113 -2.25090 -0.0293 -0.0091 -0.0126
H -2.41339 0.31820 -3.01279 -0.0191 -0.0272 0.0610
H -3.42348 0.87583 -1.67167 -0.0113 0.0374 0.0345
H -3.18135 -1.80251 -0.06364 -0.0300 -0.0328 -0.0020
H -3.16206 -0.18468 0.63732 -0.0128 0.0428 0.0025
H -1.82470 -1.30039 0.95223 0.0565 -0.0287 0.0565
H -1.68410 -2.46193 -1.78076 -0.0154 -0.0352 -0.0038
H -0.20295 -1.92845 -0.99568 0.0573 -0.0184 0.0539
H -0.60352 -1.37208 -2.63563 -0.0328 -0.0276 0.0508
H -1.16435 1.01669 0.43876 -0.0355 -0.0269 0.0021
Cl 1.67469 0.26166 6.12101 -0.0204 0.0073 -0.0639
Ge 2.11706 1.36939 4.31352 0.0582 -0.2410 0.5512
Cl 3.60114 2.81878 4.99586 -0.0750 0.0292 -0.1905
Cl 0.62183 3.06061 2.15422 0.0583 0.1004 -0.3351
F 4.03475 -1.94777 2.47798 0.1668 0.1258 0.1700
Te 2.28020 -1.39794 1.95301 -0.6353 -0.8727 -0.6999
F 0.87331 -0.32421 3.21276 0.5595 0.0236 0.0046
F 2.37841 -3.06296 1.06298 0.0329 -0.0165 0.0337
F 0.51672 -1.51476 1.15882 -0.1630 -0.0545 -0.2001
F 3.25484 0.27405 3.40242 0.1579 0.4525 0.0688
O 2.79158 -0.32799 0.53415 0.0256 0.1371 0.7056
S -0.31030 2.08671 -3.12195 -0.0023 0.1264 -0.1308
C 0.92956 0.87298 -3.10565 0.1060 -0.1941 0.1069
C 1.19988 0.36531 -1.89999 -0.0912 0.1928 -0.4000
N 0.46823 0.97316 -0.85958 0.4237 -0.0783 0.8339
C -0.49629 1.94427 -1.35712 -0.1528 0.0020 0.0655
H 1.38097 0.54874 -4.02936 0.0019 -0.0156 -0.0464
H 1.90355 -0.40617 -1.63905 0.0346 -0.0420 0.0215
H -0.55165 2.89489 -0.84224 0.0181 -0.0057 0.0407

no.,electronic energy (Eh)
1,-2823.5894
2,-3141.5371
3,-1955.7782
4,-717.2206
5,-319.7501
6,-5201.3013